{"formula": "C4H7O3Yb", "method": "the ωB97M-V functional and the def2-TZVPD basis", "homo_lumo_gap_ev": [6.443, 6.926], "spin_multiplicity": 3, "charge": 1, "relative_energy_kcal_mol": 25.4, "e_lumo_ha": [-0.1150, -0.2163], "homo_energy_ha": [-0.3518, -0.4708], "elements": ["H", "O", "C", "O", "Yb", "O", "C", "H", "C", "H", "H", "C", "H", "H", "H"], "coordinates": [[2.2992, -2.2049, -0.5256], [-0.0578, 0.9203, -0.4257], [1.2132, 0.7260, -0.2671], [2.0138, 1.6549, -0.4684], [4.1708, 0.6773, 0.2522], [1.7635, -0.3804, 0.2721], [1.3318, -1.6726, -0.4771], [0.6932, -2.1622, 0.2823], [-1.0671, 0.0157, 0.0972], [-1.1260, -0.8469, -0.5728], [-0.7388, -0.3255, 1.0869], [-2.3709, 0.7681, 0.1706], [-2.3046, 1.6203, 0.8588], [-2.6738, 1.1277, -0.8212], [-3.1464, 0.0823, 0.5378]], "lowdin_charge": [0.074, 0.088, -0.638, -0.065, 1.149, -0.215, 0.208, 0.093, -0.195, 0.123, 0.135, -0.045, 0.095, 0.096, 0.097]}